[1]
ORCA calculation (ωB97M-V/def2-TZVPD) on C37H39FN5O4RuSi as an isolated structure.

```
88
Properties=species:S:1:pos:R:3:forces:R:3
Ru -0.665 -0.260 -2.751 -0.31 0.37 0.43
C -1.539 -0.741 5.493 0.04 0.10 -0.09
C -0.542 -1.558 4.685 -0.09 0.20 -0.12
N -0.392 -1.058 3.286 -0.02 0.00 0.07
C -1.184 -1.555 2.341 0.10 0.00 0.20
C -1.128 -1.212 1.006 0.03 0.00 -0.15
C -2.124 -1.872 0.141 -0.08 0.13 -0.44
O -3.052 -2.509 0.549 0.00 -0.01 -0.01
O -1.933 -1.703 -1.208 -0.14 -0.36 0.31
C -0.160 -0.279 0.564 0.05 0.00 -0.03
O 0.042 0.087 -0.630 -0.16 -0.13 -0.25
C 0.648 0.322 1.612 0.00 0.01 -0.09
C 1.578 1.312 1.279 0.01 0.03 -0.22
C 2.324 1.911 2.243 0.15 0.06 0.01
F 3.253 2.809 1.869 -0.03 -0.02 0.00
C 2.188 1.592 3.609 0.15 0.09 0.12
C 1.284 0.593 3.932 0.04 -0.07 0.20
C 0.526 -0.056 2.952 -0.20 -0.15 0.16
N 2.920 2.248 4.612 -0.11 -0.04 0.12
C 3.471 3.584 4.415 0.03 -0.18 0.04
C 3.484 4.332 5.735 0.05 -0.12 0.07
N 4.285 3.544 6.747 -0.24 -0.10 -0.14
C 3.706 2.160 6.932 0.03 0.13 -0.06
C 3.675 1.467 5.585 0.03 0.10 -0.22
H -1.628 -1.157 6.498 0.02 0.01 -0.07
H -2.525 -0.766 5.028 0.03 0.00 0.04
H -1.230 0.304 5.579 -0.03 -0.09 0.00
H -0.859 -2.594 4.612 -0.04 -0.07 -0.06
H 0.442 -1.569 5.144 0.07 -0.03 -0.05
H -1.914 -2.293 2.655 0.02 0.01 0.02
H 1.726 1.579 0.240 -0.03 -0.03 0.11
H 1.146 0.340 4.974 -0.02 0.07 -0.06
H 2.857 4.156 3.730 -0.06 0.03 -0.08
H 4.485 3.551 3.998 0.03 0.01 -0.04
H 2.479 4.429 6.137 -0.05 0.01 0.09
H 3.930 5.319 5.631 0.08 -0.01 0.02
H 4.323 4.039 7.636 -0.04 0.07 0.13
H 5.249 3.462 6.420 0.12 0.01 -0.01
H 2.706 2.288 7.337 -0.04 0.06 0.03
H 4.321 1.619 7.647 0.07 0.03 0.02
H 3.239 0.482 5.717 -0.04 -0.05 -0.01
H 4.707 1.314 5.235 0.01 -0.03 -0.02
C -0.599 1.420 -5.962 -0.16 0.07 0.14
C -1.867 1.556 -5.177 -0.43 0.04 0.09
C -2.957 2.372 -5.788 0.02 0.05 -0.04
O -2.068 1.027 -4.076 0.58 -0.13 -0.13
H -0.830 1.169 -6.998 -0.02 0.06 0.00
H 0.069 0.676 -5.553 0.15 -0.18 0.16
H -0.095 2.391 -5.976 -0.04 0.01 -0.02
H -2.551 3.262 -6.272 -0.04 -0.04 0.00
H -3.714 2.639 -5.054 0.04 -0.03 -0.01
H -3.429 1.773 -6.577 0.05 0.03 0.04
C -0.267 -2.063 -6.088 -0.04 0.02 -0.08
C -1.645 -1.898 -6.185 -0.09 0.00 0.04
C -2.451 -1.988 -5.054 0.08 0.00 -0.07
C -1.903 -2.271 -3.796 0.12 0.18 -0.15
C -0.493 -2.444 -3.715 -0.18 -0.16 -0.23
C 0.313 -2.335 -4.857 0.06 0.06 0.08
Si -2.994 -2.581 -2.296 0.22 0.34 0.05
C -3.149 -4.359 -1.984 -0.10 -0.13 0.25
C -4.422 -4.929 -1.909 -0.07 -0.10 0.04
C -4.565 -6.284 -1.638 -0.05 0.06 -0.04
C -3.442 -7.071 -1.434 0.00 0.02 -0.02
C -2.170 -6.512 -1.498 0.11 0.03 -0.02
C -2.024 -5.162 -1.777 0.06 -0.15 -0.02
H 0.351 -2.007 -6.976 -0.04 -0.01 0.04
H -2.097 -1.707 -7.153 0.03 -0.04 0.06
H -3.526 -1.863 -5.158 0.11 0.01 0.02
H -0.043 -2.825 -2.804 0.04 0.02 0.12
H 1.377 -2.525 -4.786 -0.02 0.03 0.02
H -4.246 -1.816 -2.365 -0.01 -0.07 -0.08
H -5.308 -4.320 -2.061 0.07 -0.04 0.05
H -5.554 -6.722 -1.579 0.05 0.01 -0.03
H -3.554 -8.129 -1.235 0.00 0.01 0.04
H -1.296 -7.131 -1.336 -0.07 0.04 -0.03
H -1.022 -4.743 -1.840 -0.08 -0.04 0.04
N 3.313 5.607 -0.310 -0.21 -0.27 -0.16
C 2.709 4.807 -0.875 0.10 0.07 0.09
C 1.947 3.767 -1.527 0.17 0.22 0.08
C 2.593 2.699 -2.140 0.13 0.01 -0.01
C 1.819 1.695 -2.688 -0.31 0.19 0.02
N 0.476 1.717 -2.658 0.50 -0.03 -0.09
C -0.135 2.762 -2.083 0.04 -0.17 -0.22
C 0.558 3.808 -1.511 -0.05 0.15 0.08
H 3.674 2.648 -2.175 -0.08 0.00 -0.02
H 2.285 0.842 -3.159 0.02 -0.09 -0.04
H -1.217 2.753 -2.084 -0.07 -0.02 0.01
H 0.031 4.634 -1.052 0.01 -0.05 -0.04
```
Positions in Å, forces in eV/Å.

Summary:
Net charge: +3
Frontier orbital gap (alpha / beta): 7.78 / 6.52 eV
2S+1: 5
HOMO (alpha / beta): -0.55138 / -0.55139 Eh
Total energy: -67797.2545 eV
E_LUMO (alpha / beta): -7.2 / -8.5 eV
⟨S²⟩: 6.01

=====

[2]
ORCA calculation (ωB97M-V/def2-TZVPD) on C37H40BrClN3O5Zn as an isolated structure.

```
88
Properties=species:S:1:pos:R:3:forces:R:3
Zn -0.407 2.009 1.057 -0.01 -0.32 -0.17
C -0.108 6.389 1.151 0.01 -0.15 -0.03
C -0.507 4.966 0.892 0.37 0.14 0.36
N 0.039 3.972 1.491 -0.30 0.31 -0.18
N 1.027 4.157 2.386 0.31 0.10 0.28
C 1.393 2.982 2.914 -0.27 0.11 -0.20
O 0.864 1.862 2.684 0.27 0.13 0.07
C 2.532 3.041 3.877 0.01 -0.12 0.10
C 2.721 1.969 4.744 0.00 0.00 -0.03
C 3.776 1.973 5.643 0.02 0.05 -0.01
C 4.657 3.046 5.669 0.02 -0.05 0.05
C 4.477 4.112 4.798 0.02 0.02 0.03
C 3.415 4.114 3.907 -0.01 0.04 0.02
C -1.544 4.639 -0.098 -0.32 -0.19 -0.33
C -2.394 5.603 -0.646 0.12 0.05 0.10
C -3.330 5.219 -1.589 -0.03 -0.08 -0.02
C -3.398 3.890 -1.979 0.03 0.10 -0.01
C -2.529 2.995 -1.373 -0.03 -0.04 -0.04
N -1.642 3.354 -0.461 0.02 0.27 0.08
H 0.870 6.382 1.626 -0.03 0.06 0.01
H -0.065 6.957 0.221 -0.02 0.03 0.01
H -0.816 6.876 1.827 0.00 0.04 -0.02
H 2.029 1.139 4.692 0.00 0.00 -0.02
H 3.917 1.140 6.321 -0.01 -0.01 0.00
H 5.488 3.047 6.365 0.00 0.01 -0.01
H 5.173 4.942 4.817 -0.02 0.01 -0.02
H 3.260 4.936 3.222 -0.01 -0.02 0.00
H -2.330 6.634 -0.324 0.03 -0.01 0.00
H -4.006 5.953 -2.010 0.01 0.00 -0.02
H -4.102 3.551 -2.726 0.00 -0.01 0.02
H -2.544 1.940 -1.629 -0.03 0.03 0.04
C -1.688 -5.929 -1.243 0.00 0.04 0.07
C -2.179 -5.079 -0.062 -0.06 -0.05 -0.02
C -3.707 -4.995 -0.110 0.12 0.01 -0.04
C -1.790 -5.757 1.262 -0.02 0.10 -0.05
C -1.539 -3.699 -0.143 -0.21 0.02 -0.12
C -2.203 -2.593 -0.478 0.01 -0.09 0.06
C -1.556 -1.240 -0.515 -0.14 0.08 -0.13
Br -2.565 1.307 1.838 -0.57 -0.14 0.25
C -0.208 -1.197 0.195 -0.36 0.05 -0.04
O 0.092 -0.196 0.805 0.51 -0.34 0.14
C 0.585 -2.452 0.239 0.19 -0.21 0.05
C -0.104 -3.598 0.099 0.15 0.18 -0.01
C 2.098 -2.527 0.509 0.05 -0.03 0.01
C 2.763 -3.113 -0.747 -0.02 0.03 0.00
C 2.769 -1.188 0.818 -0.19 0.03 0.01
C 2.354 -3.462 1.704 -0.03 0.01 -0.01
H -2.155 -6.918 -1.220 0.03 -0.01 0.00
H -0.605 -6.061 -1.212 -0.01 -0.02 -0.02
H -1.941 -5.445 -2.188 -0.01 -0.02 -0.01
H -4.129 -5.990 0.040 -0.02 0.00 -0.02
H -4.059 -4.622 -1.073 -0.01 0.00 0.01
H -4.080 -4.337 0.676 -0.05 -0.02 -0.01
H -2.315 -6.710 1.360 0.01 -0.01 0.01
H -2.065 -5.121 2.106 0.00 -0.04 0.02
H -0.720 -5.957 1.325 0.02 0.01 0.01
H -3.250 -2.623 -0.750 0.02 -0.02 0.08
H 0.442 -4.531 0.174 0.00 -0.01 0.04
H 2.617 -2.441 -1.595 0.01 -0.01 -0.01
H 2.337 -4.085 -1.006 0.03 0.00 0.00
H 3.836 -3.237 -0.581 0.00 0.01 0.00
H 2.625 -0.479 0.011 0.00 0.18 -0.09
H 3.844 -1.342 0.939 -0.02 -0.06 -0.02
H 2.378 -0.735 1.727 -0.02 0.06 0.02
H 2.128 -4.504 1.468 -0.02 0.01 0.04
H 1.743 -3.160 2.556 0.03 -0.01 0.02
H 3.403 -3.406 2.001 0.01 -0.02 -0.04
C 0.517 -0.156 -5.063 -0.03 -0.01 0.03
C -0.665 -0.206 -4.125 0.09 -0.05 -0.02
C -1.941 -0.127 -4.662 0.01 0.04 0.04
C -3.044 -0.283 -3.845 0.08 -0.03 0.05
Cl -4.644 -0.130 -4.514 -0.11 0.03 -0.05
C -2.891 -0.607 -2.513 -0.02 -0.01 -0.06
C -1.622 -0.723 -1.954 0.26 0.00 0.08
C -0.506 -0.421 -2.745 -0.32 0.12 -0.02
O 0.720 -0.381 -2.160 0.09 -0.21 -0.08
C 1.538 0.764 -2.448 0.15 0.49 0.40
C 1.796 1.695 -1.221 0.00 -0.37 -0.36
O 2.940 2.129 -1.121 -0.02 0.05 0.10
O 0.766 1.970 -0.546 0.21 -0.12 -0.35
H 0.219 -0.533 -6.041 0.00 -0.01 0.00
H 1.328 -0.778 -4.685 0.03 0.03 -0.02
H 0.907 0.853 -5.199 0.01 -0.01 -0.01
H -2.062 0.048 -5.723 -0.05 -0.01 0.00
H -3.770 -0.760 -1.900 0.01 -0.01 0.02
H -2.185 -0.566 0.084 0.09 0.04 0.03
H 1.035 1.410 -3.168 0.02 -0.07 -0.06
H 2.495 0.433 -2.850 -0.04 -0.09 0.02
```
Positions in Å, forces in eV/Å.

Summary:
Net charge: -1
Frontier orbital gap: 7.33 eV
2S+1: 1
HOMO: -0.18594 Eh
Total energy: -184714.3312 eV
E_LUMO: 2.3 eV
Energy above the lowest of the compared OMol25 structures with the same formula, charge and spin: 0.00 kJ/mol